{"formula": "C10H16O2", "method": "the ωB97M-V functional and the def2-TZVPD basis", "species": ["C", "C", "C", "C", "C", "C", "C", "O", "H", "H", "H", "H", "H", "H", "H", "H", "C", "C", "C", "O", "H", "H", "H", "H", "H", "H", "H", "H"], "positions_angstrom": [[-2.1373, -2.2142, -2.2191], [-0.7494, 1.7246, -1.2296], [-1.6287, 1.0765, -0.3738], [-0.3710, 1.1562, -2.4340], [-2.0120, -0.2276, -0.6825], [-0.8586, -0.0931, -2.7728], [-1.6554, -0.8214, -1.8834], [-0.1717, 2.9333, -0.9222], [-2.0402, 1.6048, 0.4801], [-0.5447, 3.2850, -0.1069], [0.3114, 1.6767, -3.0862], [-2.5061, -0.8031, 0.0852], [-0.5786, -0.5595, -3.7156], [-2.3128, -2.7739, -1.3046], [-1.4225, -2.7874, -2.8064], [-3.1075, -2.1648, -2.7188], [1.4908, 0.1091, 1.8927], [1.3823, 0.3726, 3.3941], [2.8970, -0.3046, 1.4414], [0.5512, -0.9362, 1.6167], [1.1652, 0.9728, 1.3077], [0.6525, -0.3306, 3.8166], [3.5993, -0.3447, 2.2771], [2.9071, -1.2982, 0.9724], [3.3210, 0.4093, 0.7319], [0.5683, -1.2274, 0.7018], [0.9543, 1.3556, 3.5839], [2.2965, 0.2105, 3.9543]], "forces_ev_per_angstrom": [[-0.1, 0.2, 0.4], [0.1, 0.5, 0.2], [0.1, -0.1, -0.4], [-0.1, -0.4, -0.1], [0.2, 0.3, 0.2], [0.0, -0.3, 0.1], [0.1, -0.2, -0.2], [-0.2, 0.1, -0.1], [0.3, -0.2, 0.2], [0.0, -0.1, 0.0], [0.0, 0.2, 0.0], [-0.5, 0.0, -0.1], [0.0, 0.2, 0.1], [0.0, -0.1, 0.2], [-0.1, 0.1, -0.2], [0.1, -0.1, -0.2], [0.1, -0.7, -0.4], [-0.9, -0.2, 0.1], [0.5, 0.1, -0.1], [-0.4, -0.3, 0.5], [0.1, 0.2, 0.2], [0.1, 0.0, -0.2], [-0.1, -0.1, 0.0], [-0.2, 0.3, 0.1], [-0.1, -0.1, -0.1], [0.2, 0.3, -0.2], [0.3, 0.2, 0.1], [0.2, 0.3, -0.1]], "lowdin_charge": [-0.0564, -0.3334, -0.0252, -0.0194, -0.0564, -0.0430, -0.2908, 0.0361, 0.1170, 0.1005, 0.1159, 0.1138, 0.1140, 0.0701, 0.0742, 0.0812, -0.4602, -0.0443, -0.0473, -0.0776, 0.1167, 0.0815, 0.0656, 0.0806, 0.0727, 0.0765, 0.0710, 0.0667], "homo_energy_ev": -8.459, "spin_multiplicity": 1, "de_lowest_kj_mol": 37.6, "homo_lumo_gap_ev": 9.237, "smiles": "Cc1ccc(O)cc1.CC(C)O", "energy_ha": -541.10019, "mol_weight_g_mol": 168.24}